# 1
2 unconnected molecules or ions with the total composition C6H8INO5 in a non-equilibrium geometry. Source: the OMol25 dataset; level of theory: ωB97M-V/def2-TZVPD.

Calculated values
Energy = -26175.5897 eV
HOMO level = -0.336 Ha
SMILES = N=C=C(O)C(=O)I.O=C[C@H](O)CO
Molar mass = 301.0 g mol⁻¹
Energy above the lowest of the compared OMol25 structures with the same formula, charge and spin = 1.7307 eV

```
21
C6H8INO5 | the OMol25 dataset | ωB97M-V/def2-TZVPD
C -1.998 -2.134 -0.699
C -0.989 -2.228 0.164
C 0.358 2.168 0.408
C 1.709 1.668 -0.076
C 1.560 0.502 -1.113
C -0.971 -1.563 1.492
N -2.912 -2.055 -1.430
O 0.230 -2.964 -0.077
O -0.503 2.183 -0.724
O 2.475 1.288 1.042
O 1.079 0.429 -2.186
O -0.105 -1.586 2.302
I -2.859 -0.469 1.760
H -0.164 1.367 1.136
H 0.484 3.154 0.808
H 2.252 2.516 -0.510
H 2.172 -0.347 -0.593
H -1.035 2.994 -0.840
H 2.634 0.364 0.932
H -3.558 -1.533 -2.214
H 0.143 -3.755 0.417
```

***

# 2
A molecular structure, C31H29F12N4O2S2V in a non-equilibrium geometry. Source: the OMol25 dataset; level of theory: ωB97M-V/def2-TZVPD.

Calculated values
Energy = -122647.3516 eV
⟨S²⟩ = 2.012
HOMO level (alpha / beta) = -0.058 / -0.067 Ha
Net charge = -2
Multiplicity = 3
Molar mass = 832.7 g mol⁻¹
Energy above the lowest of the compared OMol25 structures with the same formula, charge and spin = 0.0000 eV

```
81
C31H29F12N4O2S2V | the OMol25 dataset | ωB97M-V/def2-TZVPD
V -0.943 0.118 -0.534
C 0.817 5.815 1.868
C 0.517 4.337 1.807
C 1.519 3.387 1.935
C 1.227 2.039 1.821
C -0.071 1.595 1.578
N -0.342 0.240 1.323
C 0.030 -0.776 2.138
C 0.606 -0.532 3.411
C 1.031 -1.541 4.249
C 0.902 -2.879 3.900
C 1.380 -3.998 4.795
C 0.272 -3.139 2.690
C -0.183 -2.157 1.811
C -0.995 -2.625 0.572
O -1.378 -1.643 -0.308
C -2.343 -3.254 1.052
F -2.198 -4.387 1.769
F -2.999 -2.383 1.812
F -3.142 -3.569 0.017
C -0.194 -3.672 -0.277
F 1.035 -3.241 -0.536
F -0.080 -4.892 0.301
F -0.800 -3.890 -1.459
C -1.103 2.547 1.434
C -0.778 3.894 1.562
C -2.538 2.038 1.082
O -2.590 1.083 0.113
C -3.443 3.199 0.557
F -4.613 2.758 0.105
F -2.856 3.847 -0.456
F -3.729 4.124 1.518
C -3.189 1.510 2.411
F -2.838 2.261 3.477
F -4.539 1.528 2.365
F -2.830 0.259 2.671
H 1.838 5.995 2.214
H 0.136 6.335 2.547
H 0.714 6.278 0.884
H 2.546 3.703 2.101
H 2.014 1.297 1.877
H 0.707 0.496 3.730
H 1.473 -1.279 5.208
H 1.854 -3.597 5.694
H 2.115 -4.637 4.296
H 0.560 -4.646 5.119
H 0.113 -4.175 2.432
H -1.546 4.647 1.458
S -4.237 1.729 -3.782
C -3.044 0.547 -3.938
N -3.240 -0.715 -3.495
C -2.306 -1.811 -3.703
C -0.891 -1.282 -3.658
C -0.738 -0.136 -4.636
N -1.874 0.784 -4.564
H -4.015 -0.813 -2.862
H -2.499 -2.280 -4.676
H -2.468 -2.555 -2.926
H -0.169 -2.072 -3.867
H -0.659 -0.939 -2.658
H -0.655 -0.526 -5.656
H 0.166 0.434 -4.417
H -1.683 1.769 -4.690
C 3.922 -0.789 -2.999
C 3.653 -0.546 -1.508
C 4.382 0.731 -1.062
C 4.177 -1.738 -0.694
C 2.208 -0.387 -1.285
C 1.015 -0.265 -1.062
H 4.998 -0.896 -3.184
H 3.544 0.046 -3.592
H 3.416 -1.699 -3.331
H 5.438 0.694 -1.357
H 4.327 0.841 0.024
H 3.917 1.611 -1.511
H 5.266 -1.827 -0.797
H 3.714 -2.666 -1.035
H 3.929 -1.611 0.361
S 0.088 3.589 -3.623
C -0.296 2.560 -2.398
N -0.533 1.799 -1.548
```

***

What is the formula in the first record?
C6H8INO5

***

The highest energy above the lowest of the compared OMol25 structures with the same formula, charge and spin belongs to which entry?
C6H8INO5

***

The lowest energy belongs to which entry?
C31H29F12N4O2S2V

***

Repeat the second record exactly.
A molecular structure, C31H29F12N4O2S2V in a non-equilibrium geometry. Source: the OMol25 dataset; level of theory: ωB97M-V/def2-TZVPD.

Calculated values
Energy = -122647.3516 eV
⟨S²⟩ = 2.012
HOMO level (alpha / beta) = -0.058 / -0.067 Ha
Net charge = -2
Multiplicity = 3
Molar mass = 832.7 g mol⁻¹
Energy above the lowest of the compared OMol25 structures with the same formula, charge and spin = 0.0000 eV

```
81
C31H29F12N4O2S2V | the OMol25 dataset | ωB97M-V/def2-TZVPD
V -0.943 0.118 -0.534
C 0.817 5.815 1.868
C 0.517 4.337 1.807
C 1.519 3.387 1.935
C 1.227 2.039 1.821
C -0.071 1.595 1.578
N -0.342 0.240 1.323
C 0.030 -0.776 2.138
C 0.606 -0.532 3.411
C 1.031 -1.541 4.249
C 0.902 -2.879 3.900
C 1.380 -3.998 4.795
C 0.272 -3.139 2.690
C -0.183 -2.157 1.811
C -0.995 -2.625 0.572
O -1.378 -1.643 -0.308
C -2.343 -3.254 1.052
F -2.198 -4.387 1.769
F -2.999 -2.383 1.812
F -3.142 -3.569 0.017
C -0.194 -3.672 -0.277
F 1.035 -3.241 -0.536
F -0.080 -4.892 0.301
F -0.800 -3.890 -1.459
C -1.103 2.547 1.434
C -0.778 3.894 1.562
C -2.538 2.038 1.082
O -2.590 1.083 0.113
C -3.443 3.199 0.557
F -4.613 2.758 0.105
F -2.856 3.847 -0.456
F -3.729 4.124 1.518
C -3.189 1.510 2.411
F -2.838 2.261 3.477
F -4.539 1.528 2.365
F -2.830 0.259 2.671
H 1.838 5.995 2.214
H 0.136 6.335 2.547
H 0.714 6.278 0.884
H 2.546 3.703 2.101
H 2.014 1.297 1.877
H 0.707 0.496 3.730
H 1.473 -1.279 5.208
H 1.854 -3.597 5.694
H 2.115 -4.637 4.296
H 0.560 -4.646 5.119
H 0.113 -4.175 2.432
H -1.546 4.647 1.458
S -4.237 1.729 -3.782
C -3.044 0.547 -3.938
N -3.240 -0.715 -3.495
C -2.306 -1.811 -3.703
C -0.891 -1.282 -3.658
C -0.738 -0.136 -4.636
N -1.874 0.784 -4.564
H -4.015 -0.813 -2.862
H -2.499 -2.280 -4.676
H -2.468 -2.555 -2.926
H -0.169 -2.072 -3.867
H -0.659 -0.939 -2.658
H -0.655 -0.526 -5.656
H 0.166 0.434 -4.417
H -1.683 1.769 -4.690
C 3.922 -0.789 -2.999
C 3.653 -0.546 -1.508
C 4.382 0.731 -1.062
C 4.177 -1.738 -0.694
C 2.208 -0.387 -1.285
C 1.015 -0.265 -1.062
H 4.998 -0.896 -3.184
H 3.544 0.046 -3.592
H 3.416 -1.699 -3.331
H 5.438 0.694 -1.357
H 4.327 0.841 0.024
H 3.917 1.611 -1.511
H 5.266 -1.827 -0.797
H 3.714 -2.666 -1.035
H 3.929 -1.611 0.361
S 0.088 3.589 -3.623
C -0.296 2.560 -2.398
N -0.533 1.799 -1.548
```